Entry from the Open Molecules 2025 dataset: a molecular structure, C23H29CoN2O8P2S (ωB97M-V/def2-TZVPD).

The geometry in XYZ format:
```
66
C23H29CoN2O8P2S (ωB97M-V/def2-TZVPD)
Co -0.61454 0.25977 0.10946
O 0.69990 1.86095 0.51395
S 3.83906 0.70056 -0.58208
O 4.49806 1.62397 -1.55030
O 2.66583 -0.68937 1.58088
C 2.37355 0.14102 -1.44059
C 2.14243 0.66705 -2.70171
C 1.03779 0.26211 -3.44413
C 0.16647 -0.67979 -2.93415
C 0.38498 -1.20697 -1.65852
C 1.48009 -0.80030 -0.88814
P 1.77243 -1.52477 0.74899
C 2.32432 -3.21497 0.49301
C 2.45485 -3.79930 -0.76273
C 2.90462 -5.10837 -0.87394
C 3.22226 -5.83167 0.26500
C 3.10023 -5.24924 1.52123
C 2.65478 -3.94410 1.63724
C 0.09774 -1.64078 1.44338
C -0.72966 -2.76724 1.27460
C -1.96229 -2.82154 1.89149
C -2.38762 -1.75831 2.70151
C -1.57043 -0.66609 2.90124
C -0.31527 -0.59451 2.27838
H 2.84428 1.38884 -3.09730
H 0.87877 0.67342 -4.43240
H -0.66508 -1.03505 -3.53053
H -0.24080 -2.02002 -1.30743
H 2.22202 -3.23700 -1.65841
H 3.01358 -5.55879 -1.85151
H 3.57477 -6.85065 0.17521
H 3.35999 -5.81097 2.40839
H 2.57780 -3.48082 2.61404
H -0.37520 -3.60782 0.68863
H -2.58384 -3.70191 1.78546
H -3.34321 -1.81824 3.20715
H -1.88215 0.13492 3.55859
H 0.37890 0.20342 2.51556
C -5.68433 1.56008 0.79740
O -4.33511 1.93049 1.11086
C -3.30866 1.23653 0.63837
O -2.17129 1.59166 0.88655
N -3.58606 0.14848 -0.13781
N -2.49692 -0.63995 -0.54161
H -6.30698 2.31872 1.25787
H -5.93187 0.58876 1.22934
H -5.84750 1.56472 -0.28063
H -4.50866 -0.25079 -0.17584
H -2.53206 -0.76774 -1.54695
H -2.53232 -1.54593 -0.07550
C 3.02454 4.10589 -0.23983
O 1.93654 3.54827 -1.01792
P 0.61948 3.07635 -0.32653
O -0.35492 2.79787 -1.53475
C -0.55327 3.79842 -2.55520
O 0.14522 4.36438 0.43330
C -0.74545 4.31979 1.56935
H 2.77631 5.12827 0.03543
H 3.89945 4.06990 -0.87856
H 3.19668 3.50113 0.65002
H 0.37459 3.95777 -3.10061
H -0.89046 4.73147 -2.10601
H -1.31781 3.41017 -3.22094
H -1.77322 4.23271 1.22634
H -0.59791 5.25376 2.10187
H -0.49746 3.47140 2.20248
```

* HOMO-LUMO gap (spin up / spin down): 0.2957 / 0.2489 Eh
* charge: +1
* HOMO energy (spin up / spin down): -0.38316 / -0.37468 Eh
* spin multiplicity: 4
* energy above the lowest of the compared OMol25 structures with the same formula, charge and spin: 0.0000 eV